19
Properties=species:S:1:pos:R:3 method="wB97M-V/def2-TZVPD" lumo_energy_ev="3.8 / 3.7" s2=0.750 de_lowest_kcal_mol=0.0 spin_multiplicity=2 total_energy_ev=-9936.8950 charge=-1 gap_ev="2.634 / 8.470"
C -1.963 0.474 -0.111
C -0.520 0.554 -0.482
C 0.027 0.623 -1.737
N 1.377 0.544 -1.643
C 1.727 0.432 -0.331
C 0.587 0.445 0.425
C 0.474 0.427 1.930
H -2.593 0.640 -0.983
H -2.226 1.204 0.652
H -2.226 -0.513 0.288
H -0.480 0.651 -2.689
H 2.081 0.597 -2.367
H 2.741 0.368 0.019
H -0.315 -0.271 2.212
H 1.404 0.058 2.359
H 0.252 1.425 2.315
H -0.058 -3.041 0.652
H 0.039 -1.860 -0.280
O -0.327 -2.758 -0.228